1.
C26H50NO9P3V as an isolated structure, computed with ωB97M-V/def2-TZVPD.

Output
2S+1 ... 2
LUMO (spin up / spin down) ... -13.70 / -13.02 eV
DFT total energy ... -101213.7138 eV
Frontier orbital gap (spin up / spin down) ... 5.889 / 6.562 eV
Total charge ... +4
E_HOMO (spin up / spin down) ... -0.720 / -0.720 Ha

Each line ends with the Mulliken charge.
Positions of all 90 atoms, in Å:
V (-0.346, 0.151, 1.155)  1.800
C (0.139, -5.370, -0.928)  -1.359
C (-0.858, -4.297, -0.592)  0.619
C (-1.251, -4.225, 0.860)  -1.343
O (-0.174, -2.972, -0.954)  0.245
P (-0.828, -1.654, -1.357)  0.029
O (-1.242, -0.805, -0.082)  -0.572
C (0.473, -0.667, -2.124)  -0.106
P (1.860, -0.199, -1.070)  -0.075
O (1.199, 0.198, 0.344)  -0.674
O (2.510, 1.081, -1.543)  -0.251
C (3.628, 1.459, -2.578)  0.589
C (3.476, 0.579, -3.787)  -1.171
C (4.946, 1.388, -1.869)  -1.279
O (2.707, -1.443, -0.911)  0.069
C (3.969, -1.754, -0.080)  0.555
C (4.868, -2.551, -0.982)  -1.422
C (3.493, -2.489, 1.144)  -1.256
O (-2.094, -1.738, -2.178)  -0.296
C (-2.529, -2.346, -3.541)  0.469
C (-3.071, -1.202, -4.346)  -1.378
C (-1.383, -3.087, -4.172)  -1.021
H (-0.321, -6.342, -0.743)  0.462
H (1.024, -5.292, -0.297)  0.273
H (0.436, -5.333, -1.974)  0.371
H (-1.733, -4.343, -1.241)  0.286
H (-0.373, -4.090, 1.492)  0.291
H (-1.722, -5.168, 1.139)  0.477
H (-1.975, -3.429, 1.046)  0.305
H (0.011, 0.254, -2.493)  0.163
H (0.884, -1.220, -2.974)  0.528
H (3.328, 2.484, -2.772)  0.294
H (3.693, -0.466, -3.556)  0.267
H (4.203, 0.900, -4.535)  0.489
H (2.488, 0.674, -4.239)  0.316
H (5.259, 0.360, -1.686)  0.172
H (4.939, 1.957, -0.942)  0.348
H (5.692, 1.841, -2.525)  0.498
H (4.391, -0.780, 0.165)  0.404
H (4.402, -3.496, -1.260)  0.341
H (5.789, -2.773, -0.442)  0.467
H (5.135, -2.002, -1.884)  0.351
H (2.988, -3.414, 0.866)  0.202
H (2.830, -1.875, 1.755)  0.285
H (4.360, -2.747, 1.752)  0.489
H (-3.316, -3.018, -3.208)  0.278
H (-2.279, -0.511, -4.640)  0.279
H (-3.852, -0.670, -3.806)  0.379
H (-3.512, -1.607, -5.258)  0.444
H (-0.585, -2.413, -4.491)  0.258
H (-1.762, -3.571, -5.074)  0.471
H (-0.981, -3.873, -3.534)  0.243
C (-4.058, 4.384, 0.629)  -1.101
C (-3.727, 2.932, 0.444)  -0.070
O (-2.461, 2.608, 1.192)  -0.121
P (-1.023, 2.413, 0.665)  0.041
O (-0.889, 2.501, -0.877)  0.601
C (-0.775, 3.767, -1.687)  0.140
C (-0.433, 3.369, -3.091)  -1.175
O (-0.040, 3.328, 1.416)  -0.117
C (-0.312, 4.560, 2.255)  -0.113
C (-0.153, 5.793, 1.418)  -1.082
H (-5.008, 4.585, 0.129)  0.419
H (-3.306, 5.038, 0.185)  0.229
H (-4.177, 4.633, 1.682)  0.329
H (-3.566, 2.650, -0.596)  0.241
H (-4.463, 2.273, 0.893)  0.373
H (-0.001, 4.365, -1.211)  0.235
H (-1.738, 4.268, -1.615)  0.222
H (0.527, 2.851, -3.126)  0.083
H (-0.347, 4.272, -3.697)  0.486
H (-1.212, 2.747, -3.531)  0.328
H (0.433, 4.481, 3.039)  0.322
H (-1.311, 4.437, 2.666)  0.324
H (0.845, 5.860, 0.987)  0.319
H (-0.291, 6.660, 2.066)  0.431
H (-0.906, 5.853, 0.631)  0.241
N (-0.757, -0.128, 3.001)  -0.892
C (-1.029, -0.305, 4.132)  0.058
C (-1.344, -0.510, 5.454)  0.780
C (-0.298, -0.541, 6.415)  -0.351
C (-0.625, -0.750, 7.731)  -0.738
C (-1.963, -0.926, 8.096)  -0.264
C (-2.995, -0.895, 7.151)  -0.741
C (-2.702, -0.688, 5.827)  -0.331
H (0.731, -0.405, 6.110)  0.457
H (0.150, -0.781, 8.484)  0.456
H (-2.208, -1.090, 9.138)  0.446
H (-4.019, -1.037, 7.465)  0.455
H (-3.483, -0.664, 5.079)  0.474

2.
C26H50NP3STl as an isolated structure in a non-equilibrium geometry, computed with ωB97M-V/def2-TZVPD.

Output
LUMO (spin up / spin down) ... -8.53 / -10.74 eV
DFT total energy ... -72627.9029 eV
Frontier orbital gap (spin up / spin down) ... 6.503 / 4.296 eV
Total charge ... +3
E_HOMO (spin up / spin down) ... -0.552 / -0.552 Ha

Each line ends with the Mulliken charge.
Positions of all 82 atoms, in Å:
Tl (1.996, 3.337, -1.750)  0.808
P (-1.257, -2.253, -0.264)  0.622
P (1.662, -0.359, -3.294)  0.342
P (-2.745, 2.177, 1.832)  1.076
H (0.422, 5.673, -3.327)  0.341
C (0.515, 5.794, -2.231)  -0.388
C (1.719, 5.800, -1.596)  -0.850
H (2.633, 5.949, -2.191)  0.485
C (-2.885, -2.150, -1.142)  -1.035
C (-0.752, -3.938, -0.866)  -0.848
C (-1.888, -2.782, 1.398)  -1.106
C (2.254, 0.658, -4.715)  -0.960
C (2.344, -2.003, -3.747)  -1.218
C (-0.079, -0.666, -3.803)  0.215
C (-3.230, 3.210, 3.242)  -1.307
C (-1.458, 1.032, 2.447)  -0.897
C (-4.179, 1.138, 1.393)  -0.853
H (-0.404, 6.132, -1.707)  0.275
H (1.721, 5.899, -0.503)  0.384
H (-3.416, -3.107, -1.054)  0.358
H (-2.710, -1.916, -2.200)  0.379
H (-3.481, -1.345, -0.695)  0.190
H (-1.565, -4.647, -0.663)  0.449
H (0.160, -4.262, -0.344)  -0.080
H (-0.550, -3.902, -1.944)  0.402
H (-2.326, -3.785, 1.315)  0.552
H (-2.646, -2.070, 1.750)  0.397
H (-1.059, -2.796, 2.119)  0.093
H (2.899, 0.035, -5.339)  0.406
H (2.842, 1.510, -4.351)  0.195
H (1.440, 1.048, -5.330)  0.280
H (1.900, -2.358, -4.682)  0.395
H (2.125, -2.725, -2.952)  0.269
H (3.431, -1.929, -3.862)  0.411
H (-0.067, -1.136, -4.786)  0.531
H (-0.630, 0.268, -3.846)  -0.586
H (-0.560, -1.316, -3.072)  -0.344
H (-4.121, 2.808, 3.714)  0.427
H (-3.440, 4.203, 2.858)  0.436
H (-2.434, 3.244, 3.979)  0.376
H (-1.584, 0.864, 3.526)  0.468
H (-0.452, 1.464, 2.303)  0.313
H (-1.489, 0.051, 1.945)  0.012
H (-4.974, 1.326, 2.111)  0.461
H (-3.922, 0.072, 1.403)  0.196
H (-4.509, 1.450, 0.398)  0.222
C (-2.639, 3.587, -1.716)  -0.443
C (-3.453, 2.800, -2.549)  -0.446
C (-2.868, 2.096, -3.603)  -0.417
C (-1.533, 2.260, -3.967)  -1.294
C (-0.757, 3.032, -3.109)  -0.206
C (-1.257, 3.517, -1.920)  0.176
S (-2.996, 4.531, -0.304)  -0.103
H (-2.573, 3.688, 0.807)  -0.162
H (-4.519, 2.857, -2.378)  0.576
H (-3.416, 1.394, -4.231)  0.495
H (-1.080, 1.752, -4.843)  0.759
H (0.262, 3.191, -3.426)  0.295
H (-0.623, 3.967, -1.162)  0.653
C (4.217, -3.567, 3.197)  -0.765
N (3.077, -3.560, 2.222)  -0.043
C (2.990, -4.855, 1.497)  -0.594
C (1.764, -3.159, 2.908)  -0.474
C (1.900, -1.742, 3.324)  1.085
C (1.791, -1.323, 4.673)  -0.573
C (2.094, 0.011, 4.971)  -0.642
C (2.446, 0.917, 3.972)  -0.515
C (2.472, 0.473, 2.618)  -1.037
C (2.215, -0.837, 2.361)  -0.099
H (3.947, -4.216, 4.043)  0.366
H (4.409, -2.539, 3.536)  0.312
H (5.096, -3.980, 2.675)  0.364
H (3.253, -2.793, 1.548)  0.439
H (2.652, -5.630, 2.182)  0.364
H (2.301, -4.748, 0.658)  0.089
H (3.983, -5.099, 1.120)  0.364
H (0.992, -3.312, 2.152)  -0.204
H (1.613, -3.853, 3.737)  0.458
H (1.506, -2.052, 5.438)  0.479
H (2.066, 0.340, 6.008)  0.455
H (2.705, 1.957, 4.235)  0.427
H (2.712, 1.195, 1.848)  0.567